Arrangement A

# C3H3NOS2

A single C3H3NOS2 molecule (ωB97M-V/def2-TZVPD, OMol25).

Geometry as XYZ:
```
10
Properties=species:S:1:pos:R:3:mulliken_charge:R:1
C -0.071 -0.926 -0.598 0.551
C -0.650 -0.252 0.529 -0.247
C 0.066 0.899 0.582 0.184
H -1.464 -2.771 -0.391 0.129
H -1.471 -0.610 1.177 0.298
H 0.949 2.951 1.070 0.157
N 0.899 -0.237 -1.140 -0.465
O 0.974 0.930 -0.395 -0.159
S -0.476 -2.494 -1.276 -0.215
S -0.034 2.265 1.663 -0.234
```

**SMILES**: Sc1cc(S)on1
**Multiplicity**: 1
**Highest occupied orbital energy**: -9.103 eV
**Kohn-Sham gap**: 0.358 hartree

***

Arrangement B

# C3H3NOS2

A molecular structure, C3H3NOS2 (ωB97M-V/def2-TZVPD, OMol25).

Geometry as XYZ:
```
10
Properties=species:S:1:pos:R:3:mulliken_charge:R:1
C -0.127 -0.015 -0.042 0.332
C -0.653 1.245 -0.006 -0.637
C -3.473 0.667 0.139 -0.102
N -0.632 -1.103 -0.681 -0.599
O -2.777 -1.819 0.752 -0.452
S -2.299 1.783 -0.095 -0.012
S -2.731 -0.932 -0.344 0.518
H 0.589 -0.039 0.693 0.293
H -0.096 1.972 0.458 0.343
H -0.338 -2.021 -0.290 0.317
```

**Multiplicity**: 1
**Highest occupied orbital energy**: -8.951 eV
**Kohn-Sham gap**: 0.295 hartree

***

Going by the energies, arrangement A is most stable and the next is 90.3 kcal/mol up.

***

Arrangement A

# C3H3NO2S2

2 unconnected molecules or ions with the total composition C3H3NO2S2 (ωB97M-V/def2-TZVPD, OMol25).

Geometry as XYZ:
```
11
Properties=species:S:1:pos:R:3:mulliken_charge:R:1
C -1.656 0.065 0.262 0.117
C 0.671 1.029 0.127 0.548
C -2.872 0.042 -0.286 -0.677
N -0.677 0.801 -0.305 -0.425
O 3.202 -1.375 1.124 -0.366
O 3.569 -1.084 -1.271 -0.355
S 2.105 1.608 0.156 -0.310
S 3.846 -0.642 0.066 0.635
H -1.431 -0.508 1.157 0.309
H -3.661 -0.546 0.141 0.248
H -3.096 0.609 -1.171 0.276
```

**Multiplicity**: 1
**Highest occupied orbital energy (spin up / spin down)**: -8.661 / -8.659 eV
**Kohn-Sham gap (spin up / spin down)**: 0.267 / 0.267 hartree

***

Arrangement B

# C3H3NO2S2

A single C3H3NO2S2 molecule (ωB97M-V/def2-TZVPD, OMol25).

Geometry as XYZ:
```
11
Properties=species:S:1:pos:R:3:mulliken_charge:R:1
C 1.714 0.682 0.081 0.301
C 0.199 0.517 0.196 0.151
C -2.858 0.313 -0.036 0.176
H 1.627 -1.566 0.161 0.227
H -0.522 1.406 0.082 0.461
H -3.938 -0.120 0.011 0.228
N -0.232 -0.702 0.070 -0.437
O 2.078 1.870 -0.031 -0.498
O -2.597 1.480 -0.083 -0.442
S 2.746 -0.785 -0.073 -0.193
S -1.854 -1.132 -0.008 0.026
```

**SMILES**: O=CS/N=C/C(=O)S
**Multiplicity**: 1
**Highest occupied orbital energy**: -10.075 eV
**Kohn-Sham gap**: 0.338 hartree

***

Going by the energies, arrangement B is most stable and the next is 34.2 kcal/mol up.

***

Arrangement A

# C3H3NO2S2

A molecular structure, C3H3NO2S2 (ωB97M-V/def2-TZVPD, OMol25).

Geometry as XYZ:
```
11
Properties=species:S:1:pos:R:3:mulliken_charge:R:1
C -1.132 0.341 1.230 -0.131
C -2.703 0.025 -0.225 0.624
C -0.425 -0.352 -0.466 0.113
N -2.297 0.657 0.998 -0.304
O -3.822 -0.186 -0.539 -0.464
O -1.709 -0.417 -0.976 -0.170
S 0.284 -2.022 -0.366 -0.153
S 0.491 0.989 -1.110 -0.171
H -0.438 0.747 1.952 0.382
H 1.182 -1.857 -1.407 0.134
H 1.122 0.369 -2.208 0.139
```

**Multiplicity**: 1
**Highest occupied orbital energy**: -9.851 eV
**Kohn-Sham gap**: 0.350 hartree

***

Arrangement B

# C3H3NO2S2

A single C3H3NO2S2 molecule (ωB97M-V/def2-TZVPD, OMol25).

Geometry as XYZ:
```
11
Properties=species:S:1:pos:R:3:mulliken_charge:R:1
C -0.203 -1.035 0.586 -0.105
C 0.912 -0.454 0.140 -0.574
C -1.535 -0.479 0.460 -0.097
N -1.698 0.373 -0.482 -0.207
O 2.450 1.406 0.202 -0.608
O 0.660 1.202 -1.683 -0.293
S 1.002 1.313 -0.072 0.563
S -1.068 1.275 -1.489 0.105
H -0.049 -1.901 1.080 0.403
H 1.914 -0.703 0.414 0.443
H -2.385 -0.997 0.843 0.370
```

**Multiplicity**: 1
**Highest occupied orbital energy**: -8.906 eV
**Kohn-Sham gap**: 0.301 hartree

***

Going by the energies, arrangement A is most stable and the next is 43.3 kcal/mol up.

***

Arrangement A

# C4H8Cl

2 unconnected molecules or ions with the total composition C4H8Cl (ωB97M-V/def2-TZVPD, OMol25).

Geometry as XYZ:
```
13
Properties=species:S:1:pos:R:3:mulliken_charge:R:1
Cl 3.947 -2.474 1.789 -0.237
H 3.429 -1.786 0.843 0.236
C -1.245 -0.045 0.835 -0.241
C -0.390 1.199 0.447 -0.417
C -0.673 0.837 -1.008 -0.478
C -1.052 -0.641 -0.710 -0.511
H -0.559 -0.671 1.582 0.174
H -0.766 2.231 0.821 0.238
H 0.739 1.256 0.683 0.200
H -1.597 1.436 -1.173 0.209
H 0.027 0.980 -1.904 0.316
H -0.084 -1.131 -0.918 0.170
H -1.777 -1.192 -1.287 0.342
```

**⟨S²⟩**: 0.754
**Multiplicity**: 2
**Highest occupied orbital energy (spin up / spin down)**: -9.307 / -10.048 eV
**Kohn-Sham gap (spin up / spin down)**: 0.365 / 0.348 hartree

***

Arrangement B

# C4H8Cl

2 unconnected molecules or ions with the total composition C4H8Cl (ωB97M-V/def2-TZVPD, OMol25).

Geometry as XYZ:
```
13
Properties=species:S:1:pos:R:3:mulliken_charge:R:1
Cl 3.474 0.068 3.142 -0.262
H 3.042 1.021 2.221 0.259
C -0.576 -1.280 0.117 -0.287
C 0.073 -0.684 -1.222 -0.443
C -0.882 0.567 -1.049 -0.589
C -1.268 0.094 0.429 -0.432
H 0.212 -1.474 0.927 0.169
H 1.019 -0.187 -1.122 0.197
H 0.100 -1.119 -2.232 0.319
H -0.464 1.582 -1.214 0.326
H -1.751 0.406 -1.657 0.231
H -2.329 0.258 0.637 0.320
H -0.649 0.748 1.023 0.191
```

**⟨S²⟩**: 0.753
**Multiplicity**: 2
**Highest occupied orbital energy (spin up / spin down)**: -9.003 / -10.376 eV
**Kohn-Sham gap (spin up / spin down)**: 0.346 / 0.374 hartree

***

Going by the energies, arrangement B is most stable and the next is 8.8 kcal/mol up.

***

Arrangement A

# C4H11NO2S

2 unconnected molecules or ions with the total composition C4H11NO2S (ωB97M-V/def2-TZVPD, OMol25).

Geometry as XYZ:
```
19
Properties=species:S:1:pos:R:3:mulliken_charge:R:1
C 1.058 1.165 0.172 -0.882
N 0.694 -0.238 0.106 -0.107
C -0.710 -0.484 -0.095 0.038
C -1.512 -0.530 1.179 -0.911
S -0.655 -1.521 2.586 -0.815
C -1.425 0.505 -1.172 -0.706
O -1.650 1.743 -1.030 -0.808
H 1.042 1.622 1.133 0.243
H 0.236 1.791 -0.228 0.339
H 1.997 1.339 -0.393 0.232
H 0.990 -0.682 1.024 0.257
H -0.839 -1.509 -0.489 0.049
H -2.582 -0.755 1.093 0.391
H -1.521 0.549 1.574 0.193
H -2.405 0.054 -1.448 0.364
H -0.722 0.259 -2.157 0.149
H 1.999 -1.337 -0.727 0.459
H 3.073 -0.504 -0.484 0.283
O 2.933 -1.467 -0.643 -0.768
```

**Net charge**: -2
**Multiplicity**: 1
**Highest occupied orbital energy**: 0.617 eV
**Kohn-Sham gap**: 0.205 hartree

***

Arrangement B

# C4H11NO2S

2 unconnected molecules or ions with the total composition C4H11NO2S (ωB97M-V/def2-TZVPD, OMol25).

Geometry as XYZ:
```
19
Properties=species:S:1:pos:R:3:mulliken_charge:R:1
C 0.534 0.607 0.858 -0.527
N -0.765 1.240 1.089 -0.475
C -1.678 0.590 2.209 -0.175
O -1.741 1.314 3.312 -0.901
C 0.690 0.045 -0.608 -0.397
C 1.707 -1.098 -0.720 -0.641
S 1.568 -2.152 -2.247 -0.758
H 0.641 -0.264 1.522 0.279
H 1.307 1.379 0.968 0.295
H -0.668 2.168 1.481 0.235
H -1.179 -0.396 2.336 0.109
H -2.640 0.509 1.696 0.177
H 1.063 0.910 -1.169 0.191
H -0.278 -0.321 -0.936 0.179
H 1.657 -1.691 0.203 0.254
H 2.695 -0.711 -0.830 0.222
H -1.101 0.039 -2.824 0.338
H -0.631 -1.428 -2.954 0.243
O -1.183 -0.741 -3.385 -0.647
```

**Net charge**: -2
**Multiplicity**: 1
**Highest occupied orbital energy**: -0.159 eV
**Kohn-Sham gap**: 0.227 hartree

***

Going by the energies, arrangement B is most stable and the next is 32.0 kcal/mol up.